# C15H17AuCl2N2O3

C15H17AuCl2N2O3 as an isolated structure (ωB97M-V/def2-TZVPD, the Open Molecules 2025 dataset).

The energy above the lowest of the compared OMol25 structures with the same formula, charge and spin comes out at 106.6 kJ/mol. For the frontier orbital gap, the calculation gives 7.79 eV. Its spin multiplicity is 1.

Structure (XYZ):
```
40
C15H17AuCl2N2O3 ωB97M-V/def2-TZVPD
Au -0.62904 -1.31548 -0.54799
Cl 5.78044 -1.35876 3.55416
C 4.46148 -1.25375 2.41596
C 4.73025 -0.96807 1.07736
C 3.69435 -0.85849 0.19076
Cl 4.04053 -0.44660 -1.46303
C 2.31798 -1.04006 0.55002
O 1.43643 -0.85980 -0.36625
C 2.09614 -1.34834 1.92040
C 0.78868 -1.61718 2.53443
O -0.29272 -1.71621 1.99717
C 3.16862 -1.42583 2.82233
H 5.74826 -0.82380 0.74212
H 0.85260 -1.75539 3.63493
H 2.95596 -1.62787 3.86554
C 1.98905 3.85626 -0.80606
C 0.72230 3.06832 -0.82243
C -0.57072 3.40020 -0.47376
C -1.32143 2.21939 -0.66148
N -0.54847 1.24419 -1.11190
N 0.67953 1.78099 -1.20879
C -2.78194 1.99416 -0.42537
H 1.76593 4.92005 -0.76044
H 2.58370 3.66743 -1.70007
H 2.59983 3.60047 0.06137
H -0.92189 4.35714 -0.12437
H 1.44692 1.15359 -1.40736
H -3.21547 2.83480 0.11413
H -2.93776 1.08834 0.16308
H -3.32091 1.88496 -1.36875
C -4.63387 -2.60017 -0.20440
O -3.25403 -2.21351 0.00126
C -2.44829 -1.90892 -0.96017
C -2.96471 -1.95137 -2.35757
H -5.19863 -1.78240 -0.64544
H -5.00968 -2.81581 0.78918
H -4.69147 -3.48894 -0.82778
H -4.04238 -2.04993 -2.48135
H -2.46638 -2.79170 -2.84889
H -2.60920 -1.05192 -2.86051
```